Density functional theory data (the ωB97M-V functional and the def2-TZVPD basis) for C25H27N3O8PRuS2 as an isolated structure in a non-equilibrium geometry.

Geometry (Å):
Ru -0.82 -0.29 -1.10
S 0.35 -2.86 -0.49
S -2.49 -1.59 -2.52
P 0.85 0.00 0.73
O -0.20 -0.01 -3.74
O -2.27 0.35 0.14
O -4.46 -0.04 -0.16
O 0.92 -1.89 -1.46
O 0.42 1.32 -1.43
O 0.89 3.46 -1.90
O 0.26 -4.21 -0.95
O -0.92 -2.25 0.02
N -2.67 -4.09 -1.68
N -2.08 1.65 -2.13
N -3.91 -2.60 -0.46
C -1.61 0.79 3.82
C -0.69 1.25 -4.20
C 2.44 0.79 0.34
C 3.55 -0.01 0.06
C 4.77 0.58 -0.28
C -1.00 1.84 4.50
C -3.43 1.56 -1.56
C 0.09 2.56 -1.70
C 1.91 -3.95 1.46
C -1.37 2.82 -1.68
C -3.43 0.54 -0.46
C 2.61 -3.85 2.66
C 4.87 1.96 -0.35
C -2.06 1.50 -3.60
C 2.55 2.17 0.24
C 2.17 -1.48 2.73
C 0.15 0.82 2.19
C 0.18 2.38 4.03
C 3.76 2.75 -0.10
C 1.48 -1.55 1.53
C -3.06 -2.83 -1.43
C 0.76 1.87 2.87
C 2.73 -2.62 3.29
C -1.04 0.28 2.67
C 1.37 -2.80 0.92
H 1.78 -4.89 0.95
H -4.10 -3.32 0.22
H -4.19 1.30 -2.28
H 5.62 -0.05 -0.49
H -2.79 -4.79 -0.96
H -1.52 -0.52 2.14
H 5.82 2.41 -0.62
H -1.61 3.72 -2.26
H 3.26 -2.54 4.23
H -1.82 -4.19 -2.23
H 3.83 3.83 -0.19
H -0.81 1.21 -5.29
H -2.54 0.37 4.19
H -3.69 2.52 -1.11
H 3.48 -1.09 0.09
H -2.48 2.39 -4.08
H 0.76 0.01 -3.65
H 1.70 2.81 0.39
H 3.06 -4.73 3.10
H 2.26 -0.52 3.24
H 0.01 2.05 -3.97
H -1.63 3.00 -0.63
H 0.67 3.19 4.56
H -2.70 0.65 -3.85
H -4.20 -1.64 -0.26
H -1.45 2.24 5.41
H 1.70 2.28 2.53

Summary:
Total charge: 0
HOMO-LUMO gap (spin up / spin down), eV: 7.2 / 7.9
Multiplicity: 2
Relative energy (zero: lowest compared OMol25 entry of this formula, charge and spin), kcal/mol: 52.1
Lowest unoccupied orbital energy (spin up / spin down), eV: -0.41 / -0.07
⟨S²⟩: 0.758
HOMO level (spin up / spin down), eV: -7.63 / -7.93

***

Density functional theory data (the ωB97M-V functional and the def2-TZVPD basis) for a 10-piece molecular cluster, C40H120N15O10P5S5 overall in a non-equilibrium geometry.

Geometry (Å):
S -2.31 -4.19 1.31
S -3.89 1.23 3.05
S 3.54 2.74 -3.57
S 6.13 -3.21 0.76
S 0.99 0.36 0.25
P 3.38 -4.22 5.54
P 3.26 5.88 0.42
P 1.40 -4.12 -2.99
P -3.60 4.96 -0.16
P -6.01 -0.79 -2.30
O 3.48 -4.95 6.83
O -0.28 0.31 1.09
O 4.60 5.59 -0.16
O -4.59 0.02 3.73
O -3.38 5.12 1.30
O 4.73 -2.88 0.25
O -6.40 0.27 -3.32
O -1.23 -5.18 1.72
O 4.01 2.52 -4.99
O 0.42 -3.12 -2.66
N 2.82 -3.52 -3.80
N -3.11 6.37 -1.07
N -5.18 4.70 -0.71
N 2.18 6.46 -0.80
N -7.05 -2.13 -2.29
N -4.46 -1.61 -2.57
N -6.11 -0.22 -0.76
N 2.10 -2.96 5.61
N 0.80 -5.26 -4.19
N 2.46 4.47 1.03
N 1.94 -5.04 -1.68
N -2.65 3.79 -0.91
N 3.16 7.00 1.73
N 4.79 -3.26 5.19
N 2.97 -5.08 4.11
C -6.26 4.50 0.25
C 2.09 -6.27 4.18
C 3.28 8.38 1.29
C 5.79 -3.79 4.30
C 3.98 -3.07 -3.01
C 5.38 -2.45 6.30
C -5.35 -0.79 0.41
C 1.63 -6.46 -4.55
C -6.90 -3.29 -1.45
C 1.16 -4.93 -0.39
C -8.33 -2.04 -3.07
C 7.12 -3.86 -0.70
C 0.83 7.01 -0.45
C -0.64 -5.57 -4.20
C -6.85 0.96 -0.48
C 1.79 -2.05 4.51
C -4.33 2.61 4.29
C -1.83 -3.66 -0.44
C 1.92 -1.23 0.37
C 1.26 4.53 1.86
C 4.08 1.29 -2.53
C -3.22 -0.98 -2.36
C -1.23 3.69 -0.59
C 0.94 -3.36 6.42
C 3.09 3.18 1.00
C 2.68 -2.75 -5.06
C -5.56 4.83 -2.13
C -2.90 6.40 -2.50
C 7.05 -1.55 0.85
C -3.64 7.64 -0.59
C -1.65 -2.56 1.97
C 0.40 -0.03 -1.50
C -2.27 0.99 3.96
C 2.91 -4.40 2.77
C -3.19 2.47 -1.09
C -4.34 -2.37 -3.84
C 1.71 2.46 -3.73
C 3.06 -6.05 -1.62
C 2.55 6.32 -2.18
C 3.65 6.61 3.12
H 1.82 -5.40 0.34
H 4.12 0.35 -3.08
H 1.94 -4.02 2.45
H -5.87 -3.47 -1.12
H 6.38 -2.10 6.07
H -2.11 -4.46 -1.12
H 1.41 -1.82 1.13
H -6.00 -1.07 1.24
H -3.58 2.06 -0.16
H 6.69 -4.57 -1.41
H -0.59 -2.45 2.22
H -1.96 -0.04 3.79
H -0.76 -3.43 -0.47
H -0.95 2.86 0.07
H 3.53 -3.51 2.78
H -2.59 1.66 -1.50
H -3.19 -0.66 -1.31
H 3.79 -2.08 -2.57
H 1.46 -6.24 3.28
H 8.09 -1.80 1.07
H -0.13 -0.98 -1.40
H 5.42 -4.55 3.61
H 3.60 8.91 2.19
H -3.75 3.52 4.15
H -6.09 1.73 -0.31
H -2.24 -2.32 2.86
H 2.31 8.72 0.92
H -7.22 -4.20 -1.95
H -5.24 -2.75 -4.31
H -2.46 5.49 -2.91
H 0.63 8.01 -0.85
H 1.17 2.53 -2.79
H 1.17 -2.49 3.73
H -8.39 -1.21 -3.76
H 4.92 -3.01 -3.57
H 2.67 -6.24 -4.31
H -2.21 1.22 5.03
H 3.75 -5.95 -0.78
H 3.06 2.83 -0.04
H -7.23 4.70 -0.22
H -2.87 8.41 -0.53
H -2.53 -2.88 -0.75
H 2.70 -1.62 4.09
H -0.34 0.66 -1.91
H 0.71 7.09 0.63
H 4.59 7.13 3.30
H -2.44 -1.69 -2.62
H 1.52 3.22 -4.49
H -8.28 -2.94 -3.69
H 2.05 -3.23 -5.80
H -1.55 1.60 3.42
H -0.88 4.60 -0.11
H 1.55 4.67 2.90
H 0.17 -5.36 -0.49
H 4.10 3.26 1.39
H -3.95 7.55 0.45
H 0.65 5.35 1.47
H -2.17 7.13 -2.84
H 7.65 -3.21 -1.39
H -4.89 -1.73 0.12
H 2.20 -1.80 -4.82
H -7.41 1.36 -1.33
H 3.63 -2.60 -5.57
H -3.95 -1.79 -4.68
H 1.45 -6.31 5.06
H 3.29 -5.07 2.00
H 7.16 -1.07 -0.12
H 3.65 -6.13 -2.54
H -4.17 2.13 5.26
H -4.58 -0.05 0.66
H 2.70 -7.08 -1.62
H 6.53 -4.29 4.93
H -1.19 -4.64 -4.06
H 2.47 2.47 1.54
H 0.17 6.42 -1.08
H 3.88 5.55 3.16
H 4.12 -3.67 -2.11
H 1.66 1.45 -4.14
H 1.67 5.99 -2.74
H 2.67 -7.18 4.03
H 5.34 -3.07 7.20
H 4.99 1.62 -2.04
H -3.06 -0.10 -2.99
H 6.66 -0.78 1.52
H -5.40 2.76 4.15
H -5.64 5.89 -2.38
H -0.82 -6.39 -3.50
H 3.40 5.64 -2.26
H 3.06 7.21 -2.55
H -0.65 3.53 -1.50
H 1.96 -1.83 -0.54
H 7.95 -4.43 -0.27
H -7.59 1.01 0.33
H 4.10 8.59 0.60
H -1.96 -1.69 1.40
H -7.57 -3.18 -0.61
H -6.13 5.20 1.07
H -3.81 6.72 -3.01
H -4.52 7.95 -1.15
H 6.28 -2.93 3.85
H 1.22 -0.23 -2.18
H 1.18 -1.22 4.87
H 0.65 3.63 1.74
H -9.20 -1.92 -2.42
H 1.39 -6.97 -5.48
H -3.64 -3.20 -3.81
H 0.12 -2.64 6.32
H -0.91 -5.93 -5.19
H -4.74 4.44 -2.75
H 2.86 6.84 3.83
H -4.08 2.42 -1.72
H 0.44 -4.30 6.15
H 2.97 -1.16 0.67
H 3.33 1.16 -1.74
H -6.19 3.47 0.61
H 1.13 -3.89 -0.08
H 4.76 -1.56 6.31
H 1.28 -3.55 7.43
H 1.40 -7.19 -3.78
H -6.45 4.26 -2.41

Summary:
Total charge: 0
HOMO-LUMO gap, eV: 8.1
Multiplicity: 1
Relative energy (zero: lowest compared OMol25 entry of this formula, charge and spin), kcal/mol: 121.9
Lowest unoccupied orbital energy, eV: 0.03
HOMO level, eV: -8.03

***

Density functional theory data (the ωB97M-V functional and the def2-TZVPD basis) for a 2-piece molecular cluster, C9H19ClN5O2 overall in a non-equilibrium geometry.

Geometry (Å):
Cl -0.29 -4.00 -0.54
O -2.12 -3.38 1.96
O 0.50 3.50 -1.59
N 1.12 -0.63 0.77
N 0.52 -2.57 1.63
N 0.54 -1.18 -1.49
N 0.30 -2.68 0.30
N 0.92 0.11 -1.93
C -1.25 -3.43 3.10
C -0.76 4.06 -2.02
C 1.56 4.15 -2.30
C 0.66 -1.44 -0.20
C 0.25 -3.59 2.68
C 1.01 -1.37 1.92
C 0.92 4.96 -3.42
C -1.76 -4.55 4.07
C -0.43 5.31 -2.81
H -2.25 -4.30 1.71
H 0.77 4.33 -4.30
H 0.34 0.77 -1.41
H -2.84 -4.69 3.84
H -1.38 4.26 -1.14
H -0.32 6.16 -2.13
H -1.33 -2.43 3.59
H 0.91 -3.33 3.54
H 1.91 0.24 -1.74
H 1.51 5.82 -3.71
H -1.72 -4.20 5.12
H 0.52 -4.61 2.33
H -1.26 3.31 -2.64
H 2.09 4.80 -1.59
H 2.27 3.41 -2.67
H 1.32 -0.98 2.89
H 0.21 -1.86 -2.16
H -1.19 5.56 -3.55
H -1.24 -5.51 3.90

Summary:
Total charge: +1
HOMO-LUMO gap, eV: 7.9
Multiplicity: 1
Lowest unoccupied orbital energy, eV: -3.67
HOMO level, eV: -11.57

***

Density functional theory data (the ωB97M-V functional and the def2-TZVPD basis) for C4H3LiO6Sr as an isolated structure in a non-equilibrium geometry.

Geometry (Å):
Sr 2.60 3.23 4.47
O -2.56 -0.92 0.48
O -4.76 -0.78 0.47
O 1.33 2.89 2.17
O 0.95 1.12 3.42
O -3.60 1.09 0.69
O 0.16 1.23 1.30
C -1.24 -0.35 0.19
C -3.66 -0.17 0.56
C 0.81 1.75 2.34
C -0.62 0.04 1.48
Li -5.55 0.98 0.63
H -1.40 0.53 -0.45
H 0.07 -0.84 1.91
H -1.31 0.23 2.33

Summary:
Total charge: -1
HOMO-LUMO gap (spin up / spin down), eV: 2.7 / 2.6
Multiplicity: 2
Lowest unoccupied orbital energy (spin up / spin down), eV: 1.80 / 1.76
⟨S²⟩: 0.750
HOMO level (spin up / spin down), eV: -0.88 / -0.88

***

Copy entry 3 word for word.
Density functional theory data (the ωB97M-V functional and the def2-TZVPD basis) for a 2-piece molecular cluster, C9H19ClN5O2 overall in a non-equilibrium geometry.

Geometry (Å):
Cl -0.29 -4.00 -0.54
O -2.12 -3.38 1.96
O 0.50 3.50 -1.59
N 1.12 -0.63 0.77
N 0.52 -2.57 1.63
N 0.54 -1.18 -1.49
N 0.30 -2.68 0.30
N 0.92 0.11 -1.93
C -1.25 -3.43 3.10
C -0.76 4.06 -2.02
C 1.56 4.15 -2.30
C 0.66 -1.44 -0.20
C 0.25 -3.59 2.68
C 1.01 -1.37 1.92
C 0.92 4.96 -3.42
C -1.76 -4.55 4.07
C -0.43 5.31 -2.81
H -2.25 -4.30 1.71
H 0.77 4.33 -4.30
H 0.34 0.77 -1.41
H -2.84 -4.69 3.84
H -1.38 4.26 -1.14
H -0.32 6.16 -2.13
H -1.33 -2.43 3.59
H 0.91 -3.33 3.54
H 1.91 0.24 -1.74
H 1.51 5.82 -3.71
H -1.72 -4.20 5.12
H 0.52 -4.61 2.33
H -1.26 3.31 -2.64
H 2.09 4.80 -1.59
H 2.27 3.41 -2.67
H 1.32 -0.98 2.89
H 0.21 -1.86 -2.16
H -1.19 5.56 -3.55
H -1.24 -5.51 3.90

Summary:
Total charge: +1
HOMO-LUMO gap, eV: 7.9
Multiplicity: 1
Lowest unoccupied orbital energy, eV: -3.67
HOMO level, eV: -11.57

***

What is the multiplicity in the second record?
1

***

Please write out number 4 again, unchanged.
Density functional theory data (the ωB97M-V functional and the def2-TZVPD basis) for C4H3LiO6Sr as an isolated structure in a non-equilibrium geometry.

Geometry (Å):
Sr 2.60 3.23 4.47
O -2.56 -0.92 0.48
O -4.76 -0.78 0.47
O 1.33 2.89 2.17
O 0.95 1.12 3.42
O -3.60 1.09 0.69
O 0.16 1.23 1.30
C -1.24 -0.35 0.19
C -3.66 -0.17 0.56
C 0.81 1.75 2.34
C -0.62 0.04 1.48
Li -5.55 0.98 0.63
H -1.40 0.53 -0.45
H 0.07 -0.84 1.91
H -1.31 0.23 2.33

Summary:
Total charge: -1
HOMO-LUMO gap (spin up / spin down), eV: 2.7 / 2.6
Multiplicity: 2
Lowest unoccupied orbital energy (spin up / spin down), eV: 1.80 / 1.76
⟨S²⟩: 0.750
HOMO level (spin up / spin down), eV: -0.88 / -0.88

***

Which value of total charge does entry 1 give?
0